Record 1
{
  "formula": "C12H17InNO3S2",
  "method": "ωB97M-V/def2-TZVPD",
  "charge": 3,
  "e_above_lowest_ev": 0.000,
  "gap_ev": 1.81,
  "homo_ha": -0.654,
  "spin_multiplicity": 1,
  "species": ["C", "C", "N", "C", "C", "C", "S", "S", "C", "C", "C", "C", "C", "C", "O", "O", "C", "O", "H", "H", "H", "H", "H", "H", "H", "H", "H", "H", "H", "H", "H", "H", "H", "H", "H", "In"],
  "coordinates": [[0.01, 4.83, 0.41], [0.74, 3.69, -0.30], [-0.11, 2.70, -0.99], [-0.99, 3.27, -2.03], [-2.43, 3.55, -1.55], [-0.52, 1.58, -0.28], [-0.90, 1.77, 1.27], [-0.41, 0.01, -1.07], [0.09, -1.06, 0.33], [0.99, -2.16, -0.24], [1.72, -2.91, 0.90], [1.18, -4.28, 1.23], [1.65, -5.16, 2.10], [0.76, -6.37, 2.06], [0.83, -7.37, 2.68], [-0.27, -6.11, 1.15], [-0.07, -4.87, 0.63], [-0.83, -4.40, -0.16], [-0.47, 4.43, 1.31], [0.76, 5.56, 0.72], [-0.70, 5.36, -0.21], [1.36, 4.12, -1.11], [1.40, 3.15, 0.38], [-0.50, 4.19, -2.36], [-0.98, 2.58, -2.88], [-3.16, 2.90, -2.03], [-2.69, 4.56, -1.87], [-2.54, 3.52, -0.47], [-0.80, -1.46, 0.81], [0.61, -0.42, 1.05], [1.73, -1.72, -0.91], [0.38, -2.84, -0.82], [1.65, -2.34, 1.84], [2.79, -2.96, 0.68], [2.50, -5.11, 2.76], [-2.78, -0.23, -3.00]]
}

***

Record 2
{
  "formula": "C12H17N",
  "method": "ωB97M-V/def2-TZVPD",
  "charge": -1,
  "s_squared": 0.753,
  "e_above_lowest_ev": 0.725,
  "gap_ev": [2.68, 7.71],
  "homo_ha": [0.038, -0.154],
  "spin_multiplicity": 2,
  "species": ["C", "C", "H", "H", "H", "H", "H", "H", "C", "C", "C", "C", "C", "C", "C", "C", "C", "C", "N", "H", "H", "H", "H", "H", "H", "H", "H", "H", "H", "H"],
  "coordinates": [[-1.21, -3.56, -2.22], [0.13, -3.18, -1.61], [-1.67, -2.74, -2.76], [-1.05, -4.28, -3.03], [-1.91, -3.94, -1.48], [0.07, -2.60, -0.70], [0.71, -4.07, -1.36], [0.64, -2.62, -2.39], [-1.19, 1.82, -1.00], [-0.19, 2.67, -1.79], [-0.62, 0.76, -0.13], [-1.04, -0.49, 0.20], [0.30, 1.12, 0.97], [0.35, 0.03, 1.85], [1.04, 2.27, 1.25], [1.19, 0.03, 2.96], [1.85, 2.31, 2.39], [1.85, 1.22, 3.25], [-0.38, -1.00, 1.29], [-1.98, 2.40, -0.51], [-1.88, 1.33, -1.70], [0.82, 2.35, -1.54], [-1.64, -1.11, -0.42], [-0.69, -1.78, 1.85], [1.10, 3.15, 0.62], [1.30, -0.84, 3.59], [2.43, 3.18, 2.68], [2.38, 1.17, 4.20], [-0.34, 3.75, -1.63], [-0.37, 2.63, -2.84]]
}

***

Record 3
{
  "formula": "C12H17N",
  "method": "ωB97M-V/def2-TZVPD",
  "e_above_lowest_ev": 0.514,
  "gap_ev": 8.81,
  "homo_ha": -0.290,
  "spin_multiplicity": 1,
  "species": ["C", "C", "C", "N", "C", "C", "C", "C", "C", "C", "H", "H", "H", "H", "H", "H", "H", "H", "H", "C", "C", "C", "H", "H", "H", "H", "H", "H", "H", "H"],
  "coordinates": [[3.06, 1.15, -1.42], [2.69, -0.02, -0.59], [3.11, -1.31, -0.67], [2.28, -2.12, 0.09], [1.37, -1.34, 0.75], [0.54, -1.62, 1.85], [-0.12, -0.56, 2.44], [-0.08, 0.72, 1.86], [0.83, 1.03, 0.87], [1.63, -0.01, 0.39], [3.92, 0.96, -2.06], [3.42, 2.00, -0.82], [2.29, 1.50, -2.11], [3.80, -1.80, -1.34], [2.41, -3.11, 0.20], [0.47, -2.58, 2.34], [-0.68, -0.71, 3.34], [-0.74, 1.45, 2.31], [1.01, 2.06, 0.60], [-3.60, 0.76, 0.21], [-2.93, -0.25, -0.70], [-2.02, 0.51, -1.73], [-2.92, 1.51, 0.60], [-4.45, 1.22, -0.28], [-4.04, 0.28, 1.10], [-3.66, -0.86, -1.22], [-2.22, -0.87, -0.16], [-1.86, -0.16, -2.57], [-1.05, 0.68, -1.25], [-2.47, 1.46, -2.01]]
}

***

Record 4
{
  "formula": "C12H17N",
  "method": "ωB97M-V/def2-TZVPD",
  "e_above_lowest_ev": 0.473,
  "gap_ev": 8.79,
  "homo_ha": -0.291,
  "spin_multiplicity": 1,
  "species": ["C", "C", "C", "C", "N", "C", "C", "C", "C", "C", "C", "H", "H", "H", "H", "H", "H", "H", "H", "H", "H", "H", "C", "C", "H", "H", "H", "H", "H", "H"],
  "coordinates": [[-0.95, 0.22, 3.36], [-1.17, 0.52, 1.87], [-0.76, -0.58, 0.95], [-1.46, -1.71, 0.72], [-0.75, -2.58, -0.09], [0.43, -1.97, -0.43], [1.47, -2.44, -1.23], [2.54, -1.61, -1.41], [2.66, -0.38, -0.73], [1.68, 0.00, 0.15], [0.50, -0.74, 0.27], [0.05, 0.39, 3.65], [-1.20, -0.79, 3.67], [-1.55, 0.90, 3.94], [-2.20, 0.84, 1.74], [-0.68, 1.49, 1.71], [-2.46, -1.92, 1.07], [-1.21, -3.34, -0.55], [1.44, -3.47, -1.55], [3.41, -1.97, -1.96], [3.56, 0.18, -0.94], [1.76, 0.88, 0.77], [-0.62, 2.07, -2.62], [-0.61, 2.49, -1.16], [0.33, 1.67, -2.98], [-1.35, 1.27, -2.75], [-0.91, 2.91, -3.24], [-0.48, 1.60, -0.54], [-1.59, 2.88, -0.86], [0.14, 3.20, -0.84]]
}

***

Record 5
{
  "formula": "C12H17N",
  "method": "ωB97M-V/def2-TZVPD",
  "e_above_lowest_ev": 0.614,
  "gap_ev": 8.88,
  "homo_ha": -0.291,
  "spin_multiplicity": 1,
  "species": ["C", "C", "C", "N", "C", "C", "C", "C", "C", "C", "H", "H", "H", "H", "H", "H", "H", "H", "H", "C", "C", "C", "H", "H", "H", "H", "H", "H", "H", "H"],
  "coordinates": [[2.29, 0.83, 0.95], [1.67, 0.48, -0.37], [2.07, -0.54, -1.17], [1.26, -0.66, -2.28], [0.30, 0.33, -2.18], [-0.79, 0.58, -3.01], [-1.61, 1.63, -2.68], [-1.37, 2.43, -1.55], [-0.28, 2.20, -0.74], [0.56, 1.12, -1.05], [3.37, 0.72, 0.94], [1.85, 0.17, 1.70], [2.03, 1.86, 1.20], [2.79, -1.29, -0.86], [1.51, -0.95, -3.21], [-1.12, -0.08, -3.81], [-2.53, 1.82, -3.23], [-2.03, 3.27, -1.34], [0.07, 2.87, 0.03], [0.07, -2.16, 2.60], [-0.88, -0.96, 2.33], [-1.98, -1.30, 1.37], [0.05, -2.53, 3.63], [-0.12, -2.95, 1.88], [1.13, -1.88, 2.49], [-1.24, -0.69, 3.32], [-0.32, -0.11, 1.93], [-1.57, -1.72, 0.43], [-2.68, -2.06, 1.69], [-2.49, -0.41, 0.98]]
}

***

Record 6
{
  "formula": "C12H17N",
  "method": "ωB97M-V/def2-TZVPD",
  "e_above_lowest_ev": 10.335,
  "gap_ev": 8.25,
  "homo_ha": -0.273,
  "spin_multiplicity": 1,
  "species": ["C", "C", "C", "C", "C", "C", "C", "C", "C", "C", "C", "C", "H", "H", "H", "H", "H", "H", "H", "H", "H", "H", "H", "H", "H", "H", "H", "H", "H", "N"],
  "coordinates": [[-0.64, 1.01, 2.60], [-1.51, 1.61, 1.69], [-0.80, 1.96, 0.32], [-1.80, 0.05, -0.56], [-1.56, -1.08, -1.70], [-0.67, -2.16, -1.31], [0.66, -1.50, -0.48], [1.96, -2.11, -0.68], [3.13, -1.33, -0.40], [3.04, 0.11, -0.17], [1.88, 0.68, -0.01], [0.61, -0.10, -0.15], [-0.80, 1.20, 3.63], [0.57, 1.21, 2.42], [-0.77, -0.15, 2.15], [-2.38, 0.96, 1.50], [-1.89, 2.70, 1.96], [-1.46, 2.39, -0.45], [-0.01, 2.81, 0.32], [-2.40, -0.30, 0.40], [-2.32, 1.14, -0.78], [-2.58, -1.24, -1.68], [-1.36, -0.70, -2.78], [-1.27, -3.16, -0.65], [-0.10, -2.92, -2.06], [2.34, -3.18, -1.17], [4.31, -1.36, -1.13], [4.22, 0.67, -0.32], [2.12, 2.03, -0.18], [-0.52, 0.75, -0.33]]
}

***

Record 7
{
  "formula": "C12H17N",
  "method": "ωB97M-V/def2-TZVPD",
  "e_above_lowest_ev": 1.041,
  "gap_ev": 8.95,
  "homo_ha": -0.294,
  "spin_multiplicity": 1,
  "species": ["C", "C", "C", "C", "N", "C", "C", "C", "C", "C", "C", "H", "H", "H", "H", "H", "H", "H", "H", "H", "H", "H", "C", "C", "H", "H", "H", "H", "H", "H"],
  "coordinates": [[-2.81, 1.40, 2.76], [-1.50, 0.60, 2.81], [-1.33, -0.28, 1.61], [-1.63, -1.59, 1.56], [-1.45, -2.03, 0.22], [-1.00, -0.97, -0.51], [-0.84, -0.94, -1.90], [-0.44, 0.26, -2.45], [-0.29, 1.41, -1.66], [-0.67, 1.41, -0.32], [-0.99, 0.20, 0.29], [-3.64, 0.85, 3.20], [-3.17, 1.58, 1.74], [-2.66, 2.42, 3.14], [-0.63, 1.26, 2.88], [-1.43, 0.06, 3.76], [-1.99, -2.31, 2.26], [-1.18, -2.98, -0.05], [-1.21, -1.72, -2.56], [-0.08, 0.27, -3.47], [-0.04, 2.34, -2.16], [-0.56, 2.35, 0.19], [4.35, -0.07, -1.65], [3.04, -0.84, -1.22], [4.16, 0.89, -2.11], [4.96, 0.02, -0.75], [4.89, -0.78, -2.28], [2.95, -0.79, -0.13], [2.16, -0.24, -1.45], [3.03, -1.78, -1.75]]
}

***

Record 8
{
  "formula": "C12H17N",
  "method": "ωB97M-V/def2-TZVPD",
  "e_above_lowest_ev": 0.879,
  "gap_ev": 8.70,
  "homo_ha": -0.286,
  "spin_multiplicity": 1,
  "species": ["C", "C", "C", "N", "C", "C", "C", "C", "C", "C", "H", "H", "H", "H", "H", "H", "H", "H", "H", "C", "C", "C", "H", "H", "H", "H", "H", "H", "H", "H"],
  "coordinates": [[0.24, -2.53, -2.30], [0.20, -2.31, -0.80], [-0.69, -2.93, 0.02], [-0.61, -2.29, 1.25], [0.36, -1.33, 1.23], [0.84, -0.47, 2.22], [1.87, 0.39, 1.90], [2.44, 0.35, 0.63], [2.07, -0.53, -0.34], [0.99, -1.40, -0.06], [-0.79, -2.67, -2.65], [0.72, -3.46, -2.61], [0.68, -1.68, -2.82], [-1.40, -3.71, -0.19], [-1.30, -2.33, 1.98], [0.27, -0.35, 3.13], [2.17, 1.01, 2.73], [3.20, 1.12, 0.47], [2.50, -0.54, -1.33], [-1.34, 2.26, -1.51], [-0.74, 2.74, -0.17], [-1.44, 2.13, 1.03], [-0.92, 1.34, -1.90], [-1.43, 2.97, -2.33], [-2.40, 2.07, -1.31], [0.31, 2.43, -0.12], [-0.89, 3.82, -0.22], [-2.15, 2.79, 1.55], [-1.95, 1.24, 0.64], [-0.80, 1.86, 1.87]]
}

***

Record 9
{
  "formula": "C12H17N",
  "method": "ωB97M-V/def2-TZVPD",
  "e_above_lowest_ev": 2.759,
  "gap_ev": 8.56,
  "homo_ha": -0.281,
  "spin_multiplicity": 1,
  "species": ["C", "C", "C", "C", "N", "C", "C", "C", "C", "C", "C", "H", "H", "H", "H", "H", "H", "H", "H", "H", "H", "H", "C", "C", "H", "H", "H", "H", "H", "H"],
  "coordinates": [[2.49, 2.73, 0.96], [1.61, 1.47, 1.03], [0.91, 1.11, -0.19], [1.57, 1.02, -1.45], [0.61, 0.26, -2.18], [-0.64, 0.41, -1.52], [-1.86, -0.04, -1.98], [-2.96, 0.16, -1.16], [-2.81, 0.74, 0.07], [-1.55, 1.12, 0.54], [-0.51, 0.94, -0.24], [1.96, 3.60, 1.20], [2.93, 2.94, -0.01], [3.30, 2.76, 1.69], [2.42, 0.66, 1.36], [0.80, 1.59, 1.80], [2.63, 1.11, -1.90], [0.64, 0.32, -3.08], [-1.93, -0.58, -2.87], [-3.94, -0.12, -1.52], [-3.66, 0.65, 0.74], [-1.55, 1.59, 1.48], [0.03, -2.35, 1.17], [-0.22, -3.76, 0.65], [-0.77, -2.05, 1.88], [0.97, -2.33, 1.61], [0.14, -1.65, 0.31], [-0.34, -3.81, -0.46], [0.77, -4.26, 0.94], [-1.04, -4.26, 1.15]]
}

***

Record 10
{
  "formula": "C12H17N",
  "method": "ωB97M-V/def2-TZVPD",
  "e_above_lowest_ev": 0.944,
  "gap_ev": 8.74,
  "homo_ha": -0.290,
  "spin_multiplicity": 1,
  "species": ["C", "C", "C", "N", "C", "C", "C", "C", "C", "C", "H", "H", "H", "H", "H", "H", "H", "H", "H", "C", "C", "C", "H", "H", "H", "H", "H", "H", "H", "H"],
  "coordinates": [[0.50, 1.42, 2.53], [0.23, 1.64, 1.08], [1.17, 1.90, 0.14], [0.51, 2.40, -0.99], [-0.83, 2.32, -0.80], [-1.89, 2.76, -1.59], [-3.20, 2.60, -1.20], [-3.47, 2.13, 0.10], [-2.41, 1.74, 0.90], [-1.07, 1.84, 0.52], [1.51, 1.66, 2.75], [0.28, 0.38, 2.82], [-0.20, 1.93, 3.19], [2.21, 2.20, 0.18], [0.92, 2.53, -1.90], [-1.68, 3.18, -2.56], [-3.99, 3.00, -1.82], [-4.43, 1.97, 0.53], [-2.63, 1.15, 1.78], [0.63, -3.06, 0.13], [1.42, -4.09, -0.69], [2.85, -3.61, -0.99], [1.35, -2.38, 0.58], [-0.06, -3.44, 0.87], [0.14, -2.42, -0.62], [1.48, -5.06, -0.20], [0.97, -4.25, -1.68], [3.56, -4.43, -1.16], [2.86, -2.87, -1.78], [3.26, -3.14, -0.12]]
}

***

Record 11
{
  "formula": "C12H17N3",
  "method": "ωB97M-V/def2-TZVPD",
  "e_above_lowest_ev": 11.689,
  "gap_ev": 8.55,
  "homo_ha": -0.299,
  "spin_multiplicity": 1,
  "species": ["C", "C", "C", "C", "C", "C", "C", "C", "C", "C", "C", "C", "H", "H", "H", "H", "H", "H", "H", "H", "H", "H", "H", "H", "H", "H", "H", "H", "H", "N", "N", "N"],
  "coordinates": [[-1.95, -2.41, 0.21], [-1.74, -1.09, 1.24], [-2.26, 0.24, 0.56], [-0.83, 2.05, 1.17], [0.52, 1.66, 0.81], [1.60, 1.72, 1.67], [2.37, 0.49, -0.08], [3.34, -0.15, -1.02], [2.88, -0.43, -2.30], [1.54, -0.29, -2.55], [0.58, 0.17, -1.56], [0.96, 0.74, -0.31], [-3.05, -2.53, -1.85], [-1.17, -1.34, -1.71], [-1.30, -3.13, 0.90], [-3.02, -2.73, 0.14], [-0.60, -0.90, 1.83], [-2.66, -1.49, 1.99], [-1.64, 0.23, -0.52], [-3.40, 0.06, 0.64], [-1.51, 0.58, 2.37], [-1.15, 2.53, 0.19], [-0.90, 2.88, 2.19], [1.67, 2.73, 2.53], [3.69, 1.55, 1.61], [4.34, -0.27, -0.78], [3.75, -0.87, -2.96], [1.22, -0.21, -3.74], [-0.49, 0.26, -2.17], [-1.82, -2.54, -1.23], [-1.82, 1.21, 1.60], [2.87, 1.28, 1.09]]
}

***

Record 12
{
  "formula": "C12H17N6O2ReSe",
  "method": "ωB97M-V/def2-TZVPD",
  "charge": 3,
  "s_squared": 0.760,
  "e_above_lowest_ev": 0.155,
  "gap_ev": [7.06, 7.08],
  "homo_ha": [-0.703, -0.704],
  "spin_multiplicity": 2,
  "species": ["Re", "C", "O", "C", "O", "N", "N", "H", "H", "H", "H", "H", "H", "Se", "C", "N", "C", "C", "C", "N", "C", "C", "H", "H", "H", "H", "H", "C", "N", "C", "C", "N", "C", "H", "H", "H", "H", "H", "H"],
  "coordinates": [[0.01, -0.75, -0.42], [4.37, -1.97, 0.92], [3.21, -2.91, 0.81], [2.06, -2.51, 0.50], [1.77, -1.26, 0.27], [1.10, -3.43, 0.37], [-0.21, -2.96, 0.12], [5.17, -2.60, 1.30], [4.11, -1.19, 1.62], [4.59, -1.60, -0.07], [1.27, -4.41, 0.57], [-0.79, -3.17, 0.94], [-0.60, -3.51, -0.66], [-0.19, -1.13, -2.69], [-0.85, -2.87, -2.74], [-1.16, -3.97, -2.63], [-4.40, 0.47, 1.12], [-3.62, -0.41, 1.85], [-2.37, -0.73, 1.39], [-1.86, -0.19, 0.25], [-2.61, 0.70, -0.45], [-3.88, 1.03, -0.05], [-5.40, 0.72, 1.45], [-3.98, -0.86, 2.77], [-1.73, -1.40, 1.95], [-2.18, 1.12, -1.34], [-4.46, 1.73, -0.64], [1.01, 4.64, 0.28], [0.99, 3.32, -0.36], [1.60, 3.01, -1.56], [1.35, 1.71, -1.80], [0.58, 1.20, -0.75], [0.39, 2.23, 0.10], [2.04, 4.90, 0.53], [0.42, 4.61, 1.19], [0.60, 5.38, -0.40], [2.16, 3.74, -2.12], [1.68, 1.10, -2.63], [-0.17, 2.20, 1.02]]
}

***

Record 13
{
  "formula": "C12H17NO2S",
  "method": "ωB97M-V/def2-TZVPD",
  "e_above_lowest_ev": 11.967,
  "gap_ev": 8.86,
  "homo_ha": -0.313,
  "spin_multiplicity": 1,
  "species": ["C", "C", "C", "C", "C", "C", "C", "N", "C", "O", "C", "H", "H", "S", "C", "C", "H", "O", "H", "H", "H", "H", "H", "C", "H", "H", "H", "H", "H", "H", "H", "H", "H"],
  "coordinates": [[1.35, 0.64, -2.96], [2.12, 0.25, -1.79], [3.54, 0.13, -1.85], [4.40, -0.13, -0.93], [3.82, -0.46, 0.13], [2.56, -0.24, 0.44], [1.77, 0.23, -0.65], [0.35, -0.06, -0.39], [-0.43, 1.02, -0.64], [-0.19, 2.18, -1.09], [-1.81, 0.84, -0.05], [-1.95, 1.18, 0.80], [-2.67, 1.39, -1.09], [-2.44, -0.86, -0.06], [-3.85, -0.87, 0.94], [-3.32, -0.61, 2.45], [-2.90, -1.55, 2.56], [-4.44, -0.50, 3.33], [-5.11, -1.47, 3.37], [-2.69, 0.21, 2.72], [-4.42, -1.72, 0.75], [-4.27, 0.25, 0.86], [-0.02, -0.72, 0.25], [2.02, -0.46, 1.94], [2.76, -1.02, 2.66], [1.27, -1.55, 1.87], [1.21, 0.28, 2.01], [4.58, -0.74, 1.30], [5.61, -0.03, -1.07], [4.04, 0.48, -2.94], [1.99, 0.39, -3.86], [0.56, -0.21, -3.12], [1.00, 1.59, -2.88]]
}

***

Record 14
{
  "formula": "C12H17NO5S3SbW",
  "method": "ωB97M-V/def2-TZVPD",
  "s_squared": 0.755,
  "e_above_lowest_ev": 0.979,
  "gap_ev": [7.32, 6.27],
  "homo_ha": [-0.331, -0.327],
  "spin_multiplicity": 2,
  "species": ["W", "O", "C", "O", "C", "C", "C", "C", "C", "O", "C", "C", "O", "O", "H", "H", "H", "H", "H", "H", "H", "H", "S", "Sb", "S", "S", "C", "C", "C", "C", "N", "H", "H", "H", "H", "H", "H", "H", "H", "H"],
  "coordinates": [[-0.46, -0.44, -0.18], [2.53, -1.00, 2.48], [1.90, -0.34, 1.72], [0.59, -0.57, 1.48], [2.61, 0.69, 0.87], [2.91, 0.02, -0.54], [3.98, 0.81, -1.17], [3.20, 2.06, -1.70], [1.82, 1.79, -1.14], [1.75, 0.32, -1.18], [1.89, 2.01, 0.39], [0.48, 2.09, 1.01], [0.32, 2.62, 2.07], [-0.47, 1.46, 0.34], [3.49, 0.92, 1.45], [3.05, -1.08, -0.35], [4.35, 0.27, -2.03], [4.81, 1.05, -0.49], [3.02, 2.16, -2.78], [3.59, 3.02, -1.36], [0.98, 2.19, -1.62], [2.46, 2.95, 0.61], [2.61, -0.72, -3.65], [0.29, -1.40, -3.31], [0.69, -2.39, -1.09], [-1.06, 0.25, -2.37], [-3.69, 0.01, 1.54], [-3.29, -1.30, 0.79], [-4.32, -1.55, -0.38], [-3.20, -2.56, 1.64], [-1.98, -1.02, 0.34], [-4.70, 0.01, 1.87], [-3.64, 0.79, 0.80], [-2.98, 0.17, 2.40], [-5.25, -1.87, 0.08], [-4.09, -2.34, -1.08], [-4.51, -0.56, -0.91], [-4.24, -2.72, 1.91], [-2.58, -2.45, 2.57], [-2.87, -3.37, 0.96]]
}